# 1
Computed, not measured: a 2-piece molecular cluster, C4H13N2 overall at a distorted geometry, with ωB97M-V/def2-TZVPD.

Multiplicity ... 1
Total charge ... +1
Energy relative to the best compared isomer or geometry (same formula, charge and spin) ... 1.647 eV

```
19
Properties=species:S:1:pos:R:3:nbo_charge:R:1
C -2.04 -2.12 -1.48 0.03
N -1.50 -1.76 -0.36 -0.70
H -1.80 -1.46 -2.37 0.17
H -2.76 -2.91 -1.61 0.19
H -1.55 -2.51 0.34 0.37
C 2.41 0.43 1.00 -0.64
C 0.90 0.73 1.17 -0.22
N 0.23 0.43 -0.13 -0.55
C -0.88 1.42 -0.42 -0.42
H 2.94 1.24 0.42 0.23
H 2.85 0.34 1.98 0.25
H 2.51 -0.53 0.55 0.22
H 0.46 -0.02 1.87 0.22
H 0.67 1.74 1.48 0.23
H -0.06 -0.61 -0.21 0.48
H 0.98 0.56 -0.83 0.42
H -1.61 1.41 0.43 0.24
H -1.36 1.19 -1.38 0.24
H -0.40 2.42 -0.45 0.23
```

***

# 2
Computed, not measured: a 2-piece molecular cluster, C4H13N2 overall at a distorted geometry, with ωB97M-V/def2-TZVPD.

Multiplicity ... 1
Total charge ... +1
Energy relative to the best compared isomer or geometry (same formula, charge and spin) ... 4.994 eV

```
19
Properties=species:S:1:pos:R:3:nbo_charge:R:1
C 0.43 -2.67 0.07 -0.59
C 0.65 -1.14 0.26 -0.56
C -0.29 -0.30 -0.52 0.41
C -1.22 0.46 0.34 -0.41
N -0.70 1.43 1.31 -0.81
N 0.66 2.55 -1.00 -1.06
H -0.30 -3.18 0.72 0.25
H 1.35 -3.24 -0.01 0.26
H 0.15 -2.71 -0.99 0.22
H 1.73 -0.93 0.01 0.32
H 0.59 -0.91 1.32 0.25
H -0.85 -0.73 -1.35 0.24
H -1.94 0.96 -0.31 0.25
H -1.89 -0.14 0.97 0.34
H -0.23 1.02 2.10 0.37
H 1.65 2.41 -0.99 0.39
H -0.18 2.20 0.90 0.42
H 0.10 1.71 -1.15 0.32
H 0.28 3.19 -1.69 0.40
```

***

# 3
Computed, not measured: an isolated ion of composition C4H13N2 and charge +1 at a distorted geometry, with ωB97M-V/def2-TZVPD.

Multiplicity ... 1
Total charge ... +1
SMILES ... C[NH2+][C@@H](C)CN
Energy relative to the best compared isomer or geometry (same formula, charge and spin) ... 1.777 eV

```
19
Properties=species:S:1:pos:R:3:nbo_charge:R:1
C 1.04 0.33 1.18 -0.26
N 1.32 1.72 1.43 -0.82
C 0.03 0.33 0.03 0.00
N -0.14 -1.13 -0.60 -0.51
C -0.26 -1.24 -2.07 -0.47
C -1.43 0.64 0.46 -0.64
H 0.88 -0.32 2.07 0.20
H 1.97 -0.18 0.84 0.20
H 0.57 2.17 1.95 0.37
H 2.18 1.85 1.94 0.39
H 0.25 0.97 -0.82 0.24
H -1.02 -1.52 -0.27 0.43
H 0.56 -1.74 -0.18 0.44
H -0.17 -2.26 -2.45 0.26
H 0.68 -0.90 -2.51 0.24
H -0.99 -0.63 -2.59 0.26
H -1.65 1.69 0.49 0.26
H -1.70 0.08 1.35 0.23
H -2.12 0.15 -0.24 0.21
```

***

# 4
Computed, not measured: an isolated ion of composition C4H13N2 and charge +1 at a distorted geometry, with ωB97M-V/def2-TZVPD.

Multiplicity ... 1
Total charge ... +1
SMILES ... C[NH2+][C@H](C)CN
Energy relative to the best compared isomer or geometry (same formula, charge and spin) ... 1.191 eV

```
19
Properties=species:S:1:pos:R:3:nbo_charge:R:1
C -0.01 -0.26 1.52 -0.25
N 0.76 -1.27 2.23 -0.82
C 0.33 -0.10 0.07 -0.02
N -0.70 0.89 -0.54 -0.51
C -0.26 1.69 -1.75 -0.42
C 0.27 -1.35 -0.82 -0.64
H -1.08 -0.51 1.60 0.19
H 0.11 0.74 1.97 0.20
H 0.12 -1.93 2.64 0.38
H 1.23 -0.84 3.03 0.38
H 1.26 0.39 -0.21 0.21
H -1.47 0.27 -0.76 0.43
H -0.98 1.56 0.17 0.43
H -0.68 2.69 -1.68 0.24
H 0.81 1.79 -1.61 0.23
H -0.47 1.16 -2.67 0.24
H 1.02 -2.09 -0.55 0.28
H -0.72 -1.82 -0.77 0.21
H 0.45 -1.03 -1.85 0.22
```

***

# 5
Computed, not measured: an isolated ion of composition C4H13N2 and charge +1 at a distorted geometry, with ωB97M-V/def2-TZVPD.

Multiplicity ... 1
Total charge ... +1
SMILES ... CC[NH2+]CCN
Energy relative to the best compared isomer or geometry (same formula, charge and spin) ... 2.077 eV

```
19
Properties=species:S:1:pos:R:3:nbo_charge:R:1
C 1.33 1.60 -0.44 -0.23
N 0.27 2.27 -1.11 -0.86
C 0.87 0.09 -0.31 -0.23
N -0.60 -0.20 0.03 -0.55
C -0.84 -1.14 1.20 -0.22
C -0.99 -2.58 0.66 -0.62
H 2.22 1.53 -1.03 0.22
H 1.58 1.88 0.70 0.21
H 0.39 2.42 -2.05 0.38
H 0.14 3.14 -0.66 0.38
H 0.95 -0.35 -1.42 0.21
H 1.57 -0.47 0.33 0.23
H -0.99 0.69 0.41 0.46
H -1.08 -0.55 -0.89 0.46
H -1.62 -0.77 1.85 0.23
H 0.10 -1.13 1.89 0.23
H -0.08 -2.98 0.34 0.23
H -1.42 -3.20 1.48 0.25
H -1.71 -2.53 -0.08 0.21
```

***

# 6
Computed, not measured: an isolated ion of composition C4H13N2 and charge +1 at a distorted geometry, with ωB97M-V/def2-TZVPD.

Multiplicity ... 1
Total charge ... +1
SMILES ... C[C@H]([NH3+])CCN
Energy relative to the best compared isomer or geometry (same formula, charge and spin) ... 1.515 eV

```
19
Properties=species:S:1:pos:R:3:nbo_charge:R:1
C -1.30 -1.46 -1.15 -0.65
C -0.64 -0.29 -0.35 -0.09
C 0.55 -0.78 0.49 -0.44
C 0.79 0.33 1.69 -0.22
N 1.01 1.70 1.02 -0.90
N -0.19 0.71 -1.31 -0.73
H -0.57 -2.33 -1.32 0.23
H -1.81 -1.22 -2.11 0.23
H -2.07 -1.95 -0.60 0.25
H -1.52 0.05 0.26 0.24
H 0.41 -1.85 0.91 0.27
H 1.49 -0.77 -0.13 0.22
H 1.66 0.21 2.32 0.22
H -0.09 0.53 2.37 0.21
H 1.98 2.06 0.98 0.41
H 0.34 2.37 1.37 0.39
H -0.85 1.28 -1.80 0.44
H 0.37 0.25 -2.05 0.43
H 0.44 1.17 -0.59 0.48
```

***

For reference, highest occupied orbital energy by record: -0.5419, -0.5082, -0.4968, -0.5037, -0.5109, -0.5169 Eh.
For reference, orbital gap by record: 11.8177, 6.0442, 10.3333, 10.5113, 10.8099, 11.0945 eV.
For reference, DFT total energy by record: -7331.8406, -7328.4933, -7331.7106, -7332.2961, -7331.4104, -7331.9725 eV.